Below is the ion C2H4IO3P with charge -2 in a non-equilibrium geometry, with properties calculated with the ωB97M-V functional and the def2-TZVPD basis.

Lowest unoccupied orbital energy = 0.1828 Ha
Total charge = -2
Kohn-Sham gap = 4.230 eV
Relative energy (zero: lowest compared OMol25 entry of this formula, charge and spin) = 272.1 kJ/mol
Spin multiplicity = 1

Geometry (Å):
C 0.752 1.109 -0.228
C -0.515 0.427 0.346
I -2.415 1.291 -0.148
P -0.272 -1.454 -0.090
O 1.099 -1.698 0.456
O -1.348 -2.191 0.690
O -0.249 -1.588 -1.549
H 0.910 2.091 0.180
H 1.534 0.334 0.179
H 0.828 1.101 -1.281
H -0.326 0.578 1.446

Below is a cluster of 3 separate species, C12H15N3 in total in a non-equilibrium geometry, with properties calculated with the ωB97M-V functional and the def2-TZVPD basis.

Lowest unoccupied orbital energy = 0.0352 Ha
Kohn-Sham gap = 8.756 eV
Relative energy (zero: lowest compared OMol25 entry of this formula, charge and spin) = 145.8 kJ/mol
Spin multiplicity = 1

Geometry (Å):
C -1.720 -1.623 -3.335
C -3.037 -1.701 -3.171
C -3.506 -0.460 -3.457
N -2.427 0.314 -3.888
C -1.310 -0.428 -3.898
H -1.088 -2.475 -3.134
H -3.681 -2.473 -2.777
H -4.462 0.025 -3.333
H -2.634 1.265 -4.158
H -0.328 0.004 -4.022
C 1.319 1.977 4.163
C 1.072 0.891 3.325
C -0.181 0.487 3.759
N -0.709 1.272 4.736
C 0.279 2.114 5.121
H 2.130 2.688 4.222
H 1.608 0.532 2.459
H -0.817 -0.308 3.399
H -1.621 1.067 5.120
H 0.042 2.687 6.006
C 1.190 0.136 -1.028
C 2.354 0.548 -0.344
C 3.146 -0.609 -0.130
N 2.512 -1.692 -0.648
C 1.347 -1.238 -1.326
H 0.353 0.732 -1.361
H 2.498 1.580 -0.059
H 4.155 -0.759 0.225
H 2.828 -2.650 -0.601
H 0.687 -1.903 -1.864

Below is a structure of composition C34H39GaN5O in a non-equilibrium geometry, with properties calculated with the ωB97M-V functional and the def2-TZVPD basis.

Lowest unoccupied orbital energy (alpha / beta) = 0.0949 / 0.0948 Ha
Total charge = -1
Kohn-Sham gap (alpha / beta) = 4.583 / 4.770 eV
Relative energy (zero: lowest compared OMol25 entry of this formula, charge and spin) = 63.4 kJ/mol
Spin multiplicity = 1

Geometry (Å):
Ga -0.271 0.250 0.833
N -0.544 0.007 2.827
N -3.100 0.223 1.165
C -0.112 -2.492 -1.034
C -1.011 -2.923 -0.016
C -0.261 -3.104 1.175
C -0.754 -3.696 2.441
H -1.838 -3.577 2.547
H -0.270 -3.241 3.314
H -0.536 -4.777 2.481
C 1.092 -2.768 0.901
C 2.212 -2.794 1.872
H 2.735 -3.765 1.861
H 1.859 -2.622 2.900
H 2.965 -2.022 1.648
C 1.196 -2.455 -0.479
C 2.457 -2.263 -1.239
H 3.233 -1.814 -0.607
H 2.299 -1.627 -2.119
H 2.862 -3.223 -1.606
C -2.442 -3.270 -0.197
H -2.563 -4.332 -0.476
H -2.919 -2.677 -0.989
H -3.012 -3.113 0.727
C -0.429 -2.244 -2.461
H -0.048 -1.264 -2.800
H -1.512 -2.268 -2.646
H 0.030 -3.007 -3.117
C 0.488 0.080 3.706
H 1.446 0.429 3.325
C 0.313 -0.238 5.047
H 1.166 -0.206 5.717
C -0.947 -0.623 5.506
H -1.109 -0.873 6.556
C -1.996 -0.675 4.611
H -3.004 -0.959 4.891
C -1.820 -0.334 3.228
C -2.934 -0.422 2.370
H -3.869 -0.799 2.812
C -2.050 0.662 0.362
C -4.324 0.463 0.527
H -5.258 0.246 1.007
C -4.052 0.989 -0.666
H -4.717 1.276 -1.465
N -2.680 1.167 -0.760
C -1.988 1.810 -1.825
C -2.039 1.273 -3.130
C -1.131 1.758 -4.082
H -1.092 1.278 -5.064
C -0.254 2.807 -3.796
C 0.746 3.293 -4.811
H 1.724 2.810 -4.652
H 0.901 4.379 -4.724
H 0.412 3.052 -5.830
C -0.286 3.381 -2.524
H 0.357 4.236 -2.301
C -1.094 2.852 -1.510
C -0.964 3.401 -0.124
H -1.852 3.978 0.167
H -0.080 4.052 -0.071
H -0.826 2.619 0.647
C -2.970 0.169 -3.521
H -3.924 0.559 -3.902
H -3.196 -0.530 -2.711
H -2.515 -0.400 -4.341
N 5.213 1.395 2.452
C 5.117 1.991 1.223
O 6.032 2.677 0.787
C 3.870 1.729 0.420
C 3.808 2.212 -0.897
C 2.716 1.872 -1.688
C 1.639 1.185 -1.123
N 1.665 0.828 0.178
C 2.793 0.994 0.924
H 6.029 1.627 2.999
H 4.469 0.912 2.932
H 4.619 2.824 -1.294
H 2.647 2.142 -2.737
H 0.707 0.981 -1.669
H 2.778 0.533 1.917

Below is an isolated molecule of C7H14O2S in a non-equilibrium geometry, with properties calculated with the ωB97M-V functional and the def2-TZVPD basis.

Lowest unoccupied orbital energy = 0.0209 Ha
Kohn-Sham gap = 9.892 eV
Relative energy (zero: lowest compared OMol25 entry of this formula, charge and spin) = 317.6 kJ/mol
Spin multiplicity = 1

Geometry (Å):
C 0.047 -2.264 1.059
C 0.184 -0.742 0.684
C 1.673 -0.518 0.331
C -0.288 0.141 1.843
C -0.707 -0.414 -0.503
O -0.461 -1.024 -1.769
C -0.905 1.289 -0.833
S -1.795 1.433 -2.458
C 0.381 2.116 -1.244
O 0.557 3.287 -0.908
H -0.839 -2.479 1.644
H 0.126 -3.050 0.255
H 0.936 -2.351 1.755
H 1.931 0.438 0.010
H 1.853 -1.288 -0.388
H 2.156 -0.791 1.237
H 0.198 0.304 2.799
H -0.274 1.096 1.287
H -1.270 -0.098 2.127
H -1.712 -0.736 -0.259
H 0.448 -0.625 -2.179
H -1.334 1.912 -0.081
H -1.807 2.784 -2.414
H 0.901 1.579 -1.993

Below is a structure of composition C24H72AgO12 in a non-equilibrium geometry, with properties calculated with the ωB97M-V functional and the def2-TZVPD basis.

Lowest unoccupied orbital energy = -0.0543 Ha
Total charge = +1
Kohn-Sham gap = 9.926 eV
Spin multiplicity = 1

Geometry (Å):
Ag 0.064 0.452 0.441
C -2.700 -6.364 -4.225
C -1.749 -6.211 -3.101
O -0.913 -5.078 -3.147
H -3.382 -7.203 -4.136
H -2.157 -6.547 -5.150
H -3.375 -5.556 -4.315
H -1.148 -7.113 -3.110
H -2.251 -6.196 -2.096
H -0.226 -5.266 -3.769
C -1.941 -0.193 3.965
C -1.815 0.934 5.036
O -1.329 2.110 4.429
H -2.608 0.012 3.121
H -2.440 -1.023 4.418
H -0.952 -0.523 3.677
H -1.140 0.587 5.818
H -2.744 1.051 5.590
H -1.399 2.864 5.064
C 1.536 -0.883 -1.989
C 1.023 0.366 -2.669
O 0.050 1.020 -1.828
H 2.184 -1.352 -2.740
H 0.679 -1.547 -1.725
H 2.165 -0.739 -1.094
H 0.595 0.053 -3.630
H 1.853 1.046 -2.892
H 0.039 1.972 -2.089
C 4.922 -1.523 3.643
C 4.822 -1.671 2.167
O 3.808 -0.758 1.673
H 3.909 -1.326 3.997
H 5.481 -0.664 3.966
H 5.386 -2.399 4.142
H 4.554 -2.731 1.882
H 5.746 -1.429 1.595
H 4.186 0.161 1.573
C -5.177 -3.433 1.306
C -3.831 -3.947 1.766
O -2.983 -2.869 2.087
H -4.938 -2.689 0.536
H -5.833 -2.997 2.068
H -5.705 -4.223 0.808
H -3.434 -4.593 0.985
H -3.918 -4.505 2.653
H -2.410 -3.088 2.830
C 2.192 4.237 -1.381
C 1.591 4.422 -2.706
O 0.422 3.613 -2.887
H 1.485 4.549 -0.608
H 2.962 4.955 -1.292
H 2.488 3.223 -1.174
H 2.303 4.107 -3.564
H 1.294 5.441 -2.811
H 0.058 3.767 -3.783
C 0.634 -3.621 2.250
C 0.859 -2.651 1.083
O 0.942 -1.339 1.580
H 0.723 -4.676 1.917
H -0.335 -3.416 2.692
H 1.409 -3.332 2.972
H 0.036 -2.779 0.389
H 1.741 -2.870 0.473
H 1.896 -1.228 1.658
C 2.160 3.782 2.680
C 2.015 2.286 2.498
O 2.236 1.783 1.148
H 1.989 4.206 3.689
H 1.440 4.238 2.008
H 3.174 4.139 2.349
H 1.027 1.963 2.717
H 2.610 1.698 3.230
H 3.131 1.939 0.845
C -3.158 3.246 1.089
C -1.655 3.294 0.944
O -0.990 2.167 1.604
H -3.549 4.030 0.473
H -3.499 3.315 2.113
H -3.519 2.315 0.712
H -1.223 4.214 1.391
H -1.262 3.106 0.018
H -1.141 2.178 2.575
C -2.717 -2.690 -1.624
C -2.841 -1.307 -0.967
O -1.911 -1.123 0.088
H -2.981 -3.520 -0.974
H -1.787 -2.934 -2.083
H -3.368 -2.704 -2.505
H -3.908 -1.226 -0.751
H -2.486 -0.512 -1.663
H -2.099 -1.676 0.830
C 5.169 0.768 -1.222
C 5.668 1.920 -0.411
O 5.173 1.724 0.942
H 4.079 0.755 -1.332
H 5.392 -0.265 -0.847
H 5.594 0.872 -2.177
H 5.236 2.856 -0.829
H 6.737 1.984 -0.309
H 5.707 2.354 1.463
C -3.961 3.266 -4.419
C -2.618 3.985 -4.155
O -1.523 3.392 -4.866
H -4.691 3.977 -4.008
H -3.940 2.319 -3.897
H -4.212 3.088 -5.436
H -2.350 3.831 -3.133
H -2.736 5.057 -4.327
H -1.619 3.518 -5.813

Below is a cluster of 5 separate species, C37H45N8O10 in total, with properties calculated with the ωB97M-V functional and the def2-TZVPD basis.

Lowest unoccupied orbital energy = -0.1335 Ha
Total charge = +1
Kohn-Sham gap = 7.524 eV
Spin multiplicity = 1

Geometry (Å):
C 6.183 0.380 -1.961
C 6.182 1.888 -2.209
C 5.254 2.285 -3.357
C 5.069 3.804 -3.493
C 3.811 4.155 -4.294
C 2.560 4.174 -3.423
C 1.271 4.539 -4.208
C 0.076 3.786 -3.728
C -0.819 4.241 -2.807
N -1.725 3.240 -2.583
C -1.426 2.188 -3.346
C -2.252 0.937 -3.278
O -2.153 0.200 -4.480
N -2.181 -1.281 -4.248
O -3.083 -1.605 -3.623
N -0.336 2.490 -4.059
C 0.280 1.526 -5.052
N 1.601 1.874 -5.425
C 1.819 2.313 -6.808
H 6.208 -0.155 -2.915
H 7.049 0.074 -1.374
H 5.271 0.076 -1.441
H 5.842 2.408 -1.309
H 7.191 2.240 -2.440
H 4.274 1.817 -3.195
H 5.671 1.909 -4.297
H 5.931 4.192 -4.043
H 5.062 4.275 -2.507
H 3.922 5.136 -4.765
H 3.688 3.406 -5.081
H 2.707 4.908 -2.627
H 2.415 3.208 -2.930
H 1.436 4.431 -5.276
H 1.047 5.593 -4.025
H -0.859 5.192 -2.305
H -2.516 3.263 -1.957
H -3.293 1.217 -3.080
H -1.921 0.336 -2.420
H 0.257 0.560 -4.553
H -0.404 1.470 -5.899
H 2.248 1.145 -5.170
H 2.621 1.733 -7.264
H 2.104 3.367 -6.857
H 0.921 2.182 -7.414
C -0.954 1.213 0.313
C -0.785 -0.163 0.243
C -0.633 -0.902 1.402
C -0.657 -0.236 2.610
C -0.822 1.131 2.704
C -0.971 1.865 1.539
N -0.508 -1.023 3.849
O -0.347 -2.219 3.729
O -0.567 -0.430 4.908
H -1.073 1.780 -0.601
H -0.770 -0.674 -0.711
H -0.510 -1.973 1.370
H -0.831 1.618 3.668
H -1.092 2.938 1.593
C -2.686 -3.830 4.980
C -2.212 -5.125 4.824
C -3.089 -6.198 4.861
C -4.435 -5.943 5.053
C -4.929 -4.662 5.226
C -4.039 -3.601 5.187
N -5.378 -7.075 5.059
O -4.922 -8.191 4.916
O -6.559 -6.823 5.189
H -1.996 -3.001 4.928
H -1.157 -5.299 4.662
H -2.739 -7.211 4.736
H -5.985 -4.502 5.378
H -4.408 -2.591 5.305
C -5.158 -7.092 -0.824
C -5.384 -6.818 0.518
C -4.831 -5.689 1.100
C -4.058 -4.853 0.313
C -3.816 -5.107 -1.024
C -4.374 -6.240 -1.593
N -3.482 -3.652 0.933
O -3.696 -3.470 2.110
O -2.815 -2.896 0.243
H -5.595 -7.973 -1.274
H -5.992 -7.484 1.115
H -4.994 -5.463 2.144
H -3.203 -4.435 -1.606
H -4.197 -6.459 -2.637
C 2.367 3.569 6.859
C 1.619 2.624 6.169
C 1.961 2.292 4.868
C 3.044 2.918 4.283
C 3.801 3.864 4.948
C 3.452 4.187 6.250
N 3.397 2.560 2.897
O 2.688 1.752 2.324
O 4.362 3.099 2.400
H 2.105 3.823 7.878
H 0.776 2.139 6.642
H 1.398 1.555 4.317
H 4.641 4.336 4.461
H 4.031 4.923 6.791

Below is an isolated molecule of C4H4O3, with properties calculated with the ωB97M-V functional and the def2-TZVPD basis.

Lowest unoccupied orbital energy = -0.0154 Ha
Kohn-Sham gap = 8.607 eV
Relative energy (zero: lowest compared OMol25 entry of this formula, charge and spin) = 307.5 kJ/mol
Spin multiplicity = 1

Geometry (Å):
C -1.877 0.079 -0.196
C -0.461 -0.391 -0.354
O -0.068 -1.170 -1.196
C 0.573 0.196 0.616
O 0.281 0.998 1.481
C 1.919 -0.427 0.531
O 2.715 0.268 -0.229
H -2.253 -0.216 0.790
H -2.502 -0.351 -0.980
H -1.915 1.172 -0.232
H 3.588 -0.158 -0.233

Below is a structure of composition C12H38N5O10Tl in a non-equilibrium geometry, with properties calculated with the ωB97M-V functional and the def2-TZVPD basis.

Lowest unoccupied orbital energy = -0.4555 Ha
Total charge = +2
Kohn-Sham gap = 2.440 eV
Spin multiplicity = 1

Geometry (Å):
Tl 21.050 -6.648 -19.750
O 21.327 -7.245 -17.006
H 20.595 -7.866 -16.820
C 25.288 -7.831 -17.982
C 24.607 -8.212 -19.246
C 25.414 -9.312 -19.991
O 24.733 -9.558 -21.255
C 25.556 -10.206 -22.278
N 23.258 -8.678 -19.006
H 25.750 -8.693 -17.501
H 24.714 -7.355 -17.187
H 26.145 -7.200 -18.222
H 24.725 -7.329 -19.875
H 25.515 -10.163 -19.317
H 26.436 -8.952 -20.106
H 24.851 -10.350 -23.097
H 25.931 -11.214 -22.104
H 26.517 -9.754 -22.526
H 23.383 -9.591 -19.419
H 23.244 -8.751 -17.999
C 19.272 -4.601 -15.060
C 20.297 -3.808 -14.081
O 19.841 -2.556 -13.710
O 18.180 -5.147 -14.353
H 19.876 -5.405 -15.482
H 18.786 -4.050 -15.866
H 21.191 -3.685 -14.693
H 20.487 -4.349 -13.153
H 18.979 -2.740 -13.328
H 17.836 -5.921 -14.806
C 19.614 -10.393 -17.773
C 20.908 -10.689 -17.096
O 21.627 -11.815 -17.631
O 19.926 -9.894 -19.098
H 18.831 -9.946 -17.161
H 19.202 -11.401 -17.731
H 20.743 -10.854 -16.032
H 21.583 -9.847 -17.252
H 21.084 -12.541 -17.316
H 19.555 -10.438 -19.797
C 22.690 -8.148 -14.086
C 21.263 -8.594 -13.853
O 20.404 -7.684 -14.479
O 23.214 -8.495 -15.372
H 23.384 -8.605 -13.381
H 22.790 -7.102 -13.798
H 21.124 -8.303 -12.812
H 21.022 -9.641 -14.037
H 20.760 -7.618 -15.368
H 22.747 -8.000 -16.049
C 23.516 -4.711 -17.172
O 23.259 -4.920 -18.358
N 24.392 -3.801 -16.829
N 23.063 -5.374 -16.201
H 24.740 -3.272 -17.616
H 24.669 -3.626 -15.873
H 23.527 -5.283 -15.308
H 22.344 -6.063 -16.367
C 17.563 -7.702 -17.426
O 18.422 -7.396 -18.212
N 17.751 -7.928 -16.166
N 16.310 -7.479 -17.648
H 16.918 -8.195 -15.660
H 18.678 -7.852 -15.772
H 16.003 -6.996 -18.480
H 15.727 -7.645 -16.839

no.,E_tot (eV)
1,-25671.88672
2,-17155.32026
3,-97763.19217
4,-22414.05601
5,-54617.13405
6,-71475.30359
7,-10352.02513
8,-45655.13270